2 unconnected molecules or ions with the total composition ClHN6 in a non-equilibrium geometry. Source: the Open Molecules 2025 dataset; level of theory: ωB97M-V with the def2-TZVPD basis set.

Output
multiplicity	1
energy above the lowest of the compared OMol25 structures with the same formula, charge and spin	1.7	kcal/mol
E_LUMO	-0.6	eV

Geometry (Å):
N (-0.999, -1.230, -0.028)
N (0.201, 2.225, 0.036)
N (-0.088, -1.821, -0.302)
N (0.892, 1.344, -0.081)
N (-2.004, -0.752, 0.384)
N (1.428, 0.333, -0.402)
Cl (2.875, -0.263, 0.284)
H (-2.306, 0.164, 0.109)

natural (NBO) atomic charge list, values in e, 4 entries:
1 N 0.254
2 N -0.052
3 N -0.078
4 N 0.219



8 unconnected molecules or ions with the total composition C11H38N4O8 in a non-equilibrium geometry. Source: the Open Molecules 2025 dataset; level of theory: ωB97M-V with the def2-TZVPD basis set.

Output
multiplicity	1
energy above the lowest of the compared OMol25 structures with the same formula, charge and spin	156.4	kcal/mol
E_LUMO	0.3	eV
structure (SMILES)	NC(N)=O.NC(N)=O.CCO.CCO.CCO.CO.CO.CO

Geometry (Å):
C (-2.355, 3.847, 1.025)
C (-1.616, 3.074, -0.087)
O (-0.212, 3.229, -0.111)
H (-3.424, 3.977, 0.743)
H (-1.955, 4.827, 1.324)
H (-2.435, 3.182, 1.927)
H (-1.942, 3.714, -0.919)
H (-1.896, 2.044, -0.123)
H (0.097, 4.122, 0.154)
C (0.655, 0.080, -3.729)
C (0.546, 1.302, -2.779)
O (1.717, 1.220, -1.996)
H (1.636, -0.019, -4.292)
H (0.072, 0.181, -4.649)
H (0.167, -0.805, -3.287)
H (-0.317, 1.312, -2.130)
H (0.605, 2.317, -3.226)
H (1.552, 1.804, -1.281)
C (-4.774, 0.925, 1.033)
C (-3.675, 0.033, 1.539)
O (-3.753, -1.210, 0.915)
H (-4.645, 1.185, 0.056)
H (-4.761, 1.965, 1.511)
H (-5.649, 0.483, 1.352)
H (-3.710, -0.155, 2.686)
H (-2.684, 0.435, 1.265)
H (-3.125, -1.247, 0.256)
C (3.304, -2.010, -0.594)
O (3.867, -2.595, 0.550)
N (2.167, -1.470, -0.786)
N (3.989, -2.026, -1.685)
H (1.654, -1.205, 0.052)
H (1.966, -0.747, -1.505)
H (4.982, -2.349, -1.545)
H (4.003, -1.169, -2.300)
C (-1.920, -2.238, -1.391)
O (-2.549, -1.235, -2.058)
N (-2.034, -3.530, -1.668)
N (-1.049, -2.005, -0.419)
H (-2.573, -3.532, -2.590)
H (-2.087, -4.370, -1.054)
H (-0.671, -1.129, -0.152)
H (-0.572, -2.829, 0.124)
C (0.345, -0.007, 1.618)
O (0.030, 0.411, 0.341)
H (-0.315, -0.699, 2.068)
H (0.324, 0.893, 2.272)
H (1.302, -0.427, 1.736)
H (0.164, 1.414, 0.365)
C (3.695, 1.550, 1.761)
O (3.007, 1.898, 0.600)
H (3.524, 0.561, 2.048)
H (3.488, 2.324, 2.532)
H (4.779, 1.598, 1.662)
H (3.677, 1.828, -0.130)
C (1.598, -2.984, 2.495)
O (0.944, -3.147, 1.263)
H (0.914, -2.793, 3.266)
H (2.310, -2.143, 2.410)
H (2.274, -3.761, 2.739)
H (1.349, -3.904, 0.797)

natural (NBO) atomic charge list, values in e, 4 entries:
1 C -0.649
2 C -0.079
3 O -0.764
4 H 0.225



A gas-phase ion, C3H8ClNO2P (charge -1) in a non-equilibrium geometry. Source: the Open Molecules 2025 dataset; level of theory: ωB97M-V with the def2-TZVPD basis set.

Output
multiplicity	1
total charge	-1
energy above the lowest of the compared OMol25 structures with the same formula, charge and spin	77.4	kcal/mol
E_LUMO	3.8	eV
structure (SMILES)	CN(CO)P([O-])CCl

Geometry (Å):
C (-0.679, 1.223, 0.777)
C (-1.626, -0.708, -0.433)
C (2.158, -0.081, -1.113)
N (-0.483, 0.174, -0.208)
O (1.274, -0.290, 1.597)
O (-1.923, -1.504, 0.684)
P (0.878, -0.882, 0.243)
Cl (2.843, 1.545, -0.729)
H (-0.528, 0.802, 1.795)
H (0.199, 1.833, 0.591)
H (-1.657, 1.796, 0.576)
H (-1.499, -1.449, -1.239)
H (-1.118, -1.397, 1.319)
H (-2.532, -0.198, -0.668)
H (3.090, -0.662, -1.045)
H (1.602, -0.204, -2.148)

natural (NBO) atomic charge list, values in e, 4 entries:
1 C -0.444
2 C 0.092
3 C -0.727
4 N -0.782



A molecular structure, C3H14BINOP2SSi in a non-equilibrium geometry. Source: the Open Molecules 2025 dataset; level of theory: ωB97M-V with the def2-TZVPD basis set.

Output
multiplicity	1
total charge	-1
E_LUMO	1.4	eV

Geometry (Å):
C (-2.213, 0.196, 0.984)
Si (-0.977, -0.070, -0.474)
C (-1.708, -1.423, -1.604)
C (-0.716, 1.542, -1.466)
B (0.736, -0.507, 0.325)
P (1.918, -1.902, -0.237)
S (2.949, -1.167, -1.771)
P (1.291, 0.622, 1.809)
N (2.865, 1.284, 1.335)
O (1.529, -0.335, 3.183)
H (-1.740, -0.222, 1.894)
H (-2.424, 1.271, 1.115)
H (-3.147, -0.339, 0.728)
H (-2.792, -1.513, -1.373)
H (-1.651, -1.123, -2.671)
H (-1.286, -2.434, -1.458)
H (0.007, 1.354, -2.300)
H (-0.246, 2.251, -0.769)
H (-1.753, 1.996, -1.883)
H (2.823, -2.146, 0.838)
H (1.260, -3.089, -0.657)
H (2.744, 1.515, 0.344)
H (3.593, 0.568, 1.394)
H (1.483, 0.292, 3.919)
I (-2.543, 3.380, -1.204)

natural (NBO) atomic charge list, values in e, 4 entries:
1 C -1.078
2 Si 1.314
3 C -1.094
4 C -1.104



A molecular structure, C10H7N3O4S7Ti. Source: the Open Molecules 2025 dataset; level of theory: ωB97M-V with the def2-TZVPD basis set.

Output
multiplicity	1
total charge	-2
energy above the lowest of the compared OMol25 structures with the same formula, charge and spin	20.4	kcal/mol
E_LUMO	4.6	eV

Geometry (Å):
Ti (-0.756, -1.562, 0.980)
O (-0.662, -0.895, -0.816)
C (0.102, -0.146, -1.561)
C (0.179, -0.378, -2.944)
C (0.972, 0.417, -3.743)
C (1.712, 1.464, -3.196)
C (1.631, 1.709, -1.840)
C (0.827, 0.925, -1.014)
C (0.676, 1.202, 0.397)
N (0.172, 0.411, 1.334)
C (0.256, 1.093, 2.529)
C (0.786, 2.316, 2.308)
N (1.072, 2.366, 0.960)
H (-0.410, -1.191, -3.345)
H (1.021, 0.223, -4.808)
H (2.342, 2.080, -3.826)
H (2.217, 2.519, -1.418)
H (-0.105, 0.655, 3.441)
H (0.978, 3.142, 2.969)
H (1.284, 3.191, 0.430)
S (-2.375, 2.249, -0.803)
S (-3.475, 0.626, -1.473)
S (-4.021, -0.531, 0.138)
S (-2.959, -2.311, 0.162)
S (-1.265, -1.638, 5.663)
C (-1.096, -1.646, 4.013)
S (-2.209, -0.965, 2.904)
S (0.274, -2.265, 3.165)
O (-0.364, -3.591, 0.391)
N (0.735, -3.289, -0.177)
O (1.151, -3.895, -1.133)
O (1.307, -2.283, 0.314)

natural (NBO) atomic charge list, values in e, 4 entries:
1 Ti 1.221
2 O -0.719
3 C 0.399
4 C -0.210



A single C9H5F5O molecule in a non-equilibrium geometry. Source: the Open Molecules 2025 dataset; level of theory: ωB97M-V with the def2-TZVPD basis set.

Output
multiplicity	1
E_LUMO	-0.7	eV

Geometry (Å):
C (-0.407, -1.625, -0.247)
C (0.805, -2.043, -0.609)
C (0.227, 1.853, -0.457)
C (1.093, 1.292, 0.414)
C (1.983, -1.305, -0.174)
C (-1.645, 0.394, 0.376)
C (-0.557, -0.638, 0.843)
C (-1.076, 1.201, -0.754)
C (0.830, -0.057, 1.024)
O (3.142, -1.186, -0.342)
F (0.956, -2.914, -1.641)
F (0.560, 2.967, -1.202)
F (2.300, 1.752, 0.662)
F (-2.024, 2.186, -0.930)
F (1.275, -0.223, 2.332)
H (-1.218, -2.094, -0.718)
H (-2.592, -0.250, 0.010)
H (-1.801, 1.178, 1.224)
H (-0.689, -1.211, 1.857)
H (-1.162, 0.722, -1.669)

natural (NBO) atomic charge list, values in e, 4 entries:
1 C -0.134
2 C 0.232
3 C 0.275
4 C 0.296



A molecular structure, C4H6NO in a non-equilibrium geometry. Source: the Open Molecules 2025 dataset; level of theory: ωB97M-V with the def2-TZVPD basis set.

Output
multiplicity	1
total charge	+1
energy above the lowest of the compared OMol25 structures with the same formula, charge and spin	127.8	kcal/mol
E_LUMO	-4.5	eV

Geometry (Å):
C (-0.478, -2.076, -0.423)
C (-1.131, -0.908, -0.543)
C (0.574, -1.486, 0.400)
C (0.452, 1.519, 0.457)
N (-0.053, -0.250, 0.339)
O (-0.082, -0.950, 1.508)
H (-0.539, -3.118, -0.826)
H (-1.886, -0.311, -1.008)
H (1.650, -1.390, 0.298)
H (-0.481, 1.955, 0.729)
H (1.195, 1.539, 1.235)
H (0.771, 1.694, -0.587)

natural (NBO) atomic charge list, values in e, 4 entries:
1 C -0.184
2 C 0.009
3 C 0.188
4 C -0.255



A single H4P2S5 molecule in a non-equilibrium geometry. Source: the Open Molecules 2025 dataset; level of theory: ωB97M-V with the def2-TZVPD basis set.

Output
multiplicity	1
energy above the lowest of the compared OMol25 structures with the same formula, charge and spin	0.0	kcal/mol
E_LUMO	-0.5	eV

Geometry (Å):
P (-0.023, 1.033, -1.848)
P (-1.095, -0.669, -0.532)
S (1.210, -1.055, 2.163)
S (0.698, -1.663, 0.227)
S (1.550, 1.788, -0.635)
S (-1.977, -1.927, -1.719)
S (-2.010, 0.131, 1.187)
H (-0.818, 2.038, -1.305)
H (2.587, 1.580, -1.610)
H (0.658, -2.077, 2.721)
H (-0.781, 0.822, 1.352)

natural (NBO) atomic charge list, values in e, 4 entries:
1 P 0.258
2 P 0.575
3 S -0.084
4 S -0.187



A gas-phase ion, C6H11N2S (charge +1) in a non-equilibrium geometry. Source: the Open Molecules 2025 dataset; level of theory: ωB97M-V with the def2-TZVPD basis set.

Output
multiplicity	1
total charge	+1
energy above the lowest of the compared OMol25 structures with the same formula, charge and spin	126.1	kcal/mol
E_LUMO (spin up / spin down)	-5.0 / -5.0	eV

Geometry (Å):
C (-0.565, 0.676, -1.670)
C (-1.307, -0.260, -2.276)
C (0.406, -0.465, 0.176)
C (-0.108, -2.616, -1.279)
C (0.375, 1.939, 0.027)
C (0.299, 0.172, 2.648)
N (0.085, 0.703, -0.489)
N (0.571, -0.650, 1.450)
S (-1.576, -1.932, -1.725)
H (-0.503, 1.569, -2.196)
H (-1.695, 0.074, -3.226)
H (0.808, -2.206, -1.587)
H (0.003, -3.526, -0.836)
H (-0.394, 2.418, 0.627)
H (1.297, 1.942, 0.806)
H (0.582, 2.745, -0.770)
H (1.179, 0.832, 2.782)
H (0.202, -0.539, 3.480)
H (-0.604, 0.691, 2.296)
H (0.946, -1.568, 1.761)

natural (NBO) atomic charge list, values in e, 4 entries:
1 C 0.072
2 C -0.474
3 C 0.334
4 C -0.358



2 unconnected molecules or ions with the total composition C3H11NS in a non-equilibrium geometry. Source: the Open Molecules 2025 dataset; level of theory: ωB97M-V with the def2-TZVPD basis set.

Output
multiplicity	1
energy above the lowest of the compared OMol25 structures with the same formula, charge and spin	20.5	kcal/mol
E_LUMO	0.8	eV
structure (SMILES)	CNC.CS

Geometry (Å):
C (2.677, -0.991, 0.907)
S (2.199, 0.383, -0.211)
H (2.547, -1.927, 0.395)
H (3.622, -0.736, 1.364)
H (1.890, -0.927, 1.652)
C (-2.342, 0.778, 0.875)
N (-2.344, 0.459, -0.535)
C (-2.626, -0.921, -0.813)
H (-2.052, 1.804, 1.094)
H (-3.342, 0.633, 1.274)
H (-1.607, 0.207, 1.464)
H (-1.541, 0.857, -0.993)
H (3.068, 0.163, -1.205)
H (-2.155, -1.301, -1.719)
H (-3.702, -1.075, -0.979)
H (-2.404, -1.618, 0.003)

natural (NBO) atomic charge list, values in e, 4 entries:
1 C -0.713
2 S -0.070
3 H 0.223
4 H 0.222



A single C2H2O2 molecule in a non-equilibrium geometry. Source: the Open Molecules 2025 dataset; level of theory: ωB97M-V with the def2-TZVPD basis set.

Output
multiplicity	1
energy above the lowest of the compared OMol25 structures with the same formula, charge and spin	54.7	kcal/mol
E_LUMO	0.8	eV

Geometry (Å):
C (-0.418, 0.208, 0.134)
C (1.259, -0.584, -0.187)
O (0.481, 0.290, -0.917)
O (0.535, -0.546, 0.897)
H (-0.731, 1.123, 0.391)
H (-1.126, -0.491, -0.318)

natural (NBO) atomic charge list, values in e, 4 entries:
1 C 0.214
2 C 0.420
3 O -0.514
4 O -0.483



2 unconnected molecules or ions with the total composition C6H16O2 in a non-equilibrium geometry. Source: the Open Molecules 2025 dataset; level of theory: ωB97M-V with the def2-TZVPD basis set.

Output
multiplicity	1
energy above the lowest of the compared OMol25 structures with the same formula, charge and spin	25.1	kcal/mol
E_LUMO	0.8	eV
structure (SMILES)	CCCO.CCCO

Geometry (Å):
O (0.324, -0.346, -3.365)
C (-1.772, -2.629, -3.705)
C (-0.211, -1.089, -2.337)
C (-1.653, -1.587, -2.580)
H (0.962, -0.891, -3.872)
H (-2.774, -3.080, -3.798)
H (-1.033, -3.438, -3.578)
H (-1.542, -2.086, -4.637)
H (-0.101, -0.504, -1.403)
H (0.402, -2.005, -2.234)
H (-2.311, -0.729, -2.818)
H (-1.891, -1.919, -1.552)
O (1.487, 1.065, 4.668)
C (0.723, 1.018, 1.819)
C (1.365, 2.337, 3.975)
C (0.353, 2.193, 2.777)
H (2.180, 0.640, 4.121)
H (0.498, 0.114, 2.409)
H (1.790, 1.000, 1.540)
H (0.119, 0.996, 0.896)
H (2.357, 2.585, 3.551)
H (1.058, 3.177, 4.628)
H (0.291, 3.148, 2.221)
H (-0.622, 2.029, 3.275)

natural (NBO) atomic charge list, values in e, 4 entries:
1 O -0.726
2 C -0.619
3 C -0.047
4 C -0.422